Record 1
{"formula": "C4H13NO2", "method": "ωB97M-V with the def2-TZVPD basis set", "elements": ["C", "N", "C", "C", "C", "O", "H", "H", "H", "H", "H", "H", "H", "H", "H", "H", "H", "O", "H", "H"], "xyz": [[-1.9276, -0.3317, 1.3950], [-0.9293, 0.4538, 0.7293], [0.0938, -0.2798, -0.0821], [-0.5602, -1.2618, -1.1322], [0.8904, -1.1392, 1.0189], [2.2240, -1.2793, 0.5511], [-2.1359, 0.3235, 2.2697], [-1.6696, -1.1817, 1.9166], [-2.7365, -0.4304, 0.6727], [-1.2912, 1.2969, 0.3248], [0.9071, 0.4407, -0.5542], [-1.4201, -0.8500, -1.6542], [-0.8324, -2.0939, -0.4991], [0.3386, -1.4407, -1.9032], [0.9409, -0.4931, 1.9463], [0.5976, -2.2350, 1.1995], [2.5074, -0.6624, -0.1205], [0.3176, 3.1804, -2.0801], [-0.6232, 3.0134, -1.8809], [0.6101, 4.0024, -1.7890]], "forces_ev_per_angstrom": [[-1.181, 3.634, -0.190], [3.013, -0.284, -0.773], [-0.454, -0.134, 1.096], [3.264, 1.177, -0.598], [0.825, 1.010, -0.983], [0.962, -1.174, 0.339], [-1.103, -0.316, -0.563], [1.200, -2.307, 0.207], [-0.747, -0.700, 0.748], [-0.140, -0.053, -0.260], [-2.032, -1.117, 0.977], [0.067, 0.109, -0.029], [-0.158, -0.703, -0.668], [-2.321, -0.368, 1.556], [-0.489, -1.012, -0.712], [-0.283, 1.848, -0.126], [-0.422, 0.415, -0.023], [-1.102, -2.915, -0.959], [0.881, 0.682, 0.008], [0.219, 2.209, 0.954]], "lumo_energy_ev": 0.62, "smiles": "CN[C@H](C)CO.O", "charge": 0, "homo_lumo_gap_ev": 8.95}

---

Record 2
{"formula": "C4H13NO2", "method": "ωB97M-V with the def2-TZVPD basis set", "elements": ["C", "C", "C", "N", "C", "O", "H", "H", "H", "H", "H", "H", "H", "H", "H", "H", "H", "O", "H", "H"], "xyz": [[-0.5351, -2.1870, 0.6574], [-1.5529, -1.3755, -0.1411], [-0.9153, -0.3227, -1.0404], [-0.1373, 0.6139, -0.2650], [0.6314, 1.5957, -0.9756], [0.4882, 2.8694, -0.3683], [-0.0572, -1.5848, 1.4023], [0.2268, -2.6990, 0.0918], [-1.0823, -2.9369, 1.2401], [-2.2704, -0.9373, 0.5563], [-2.1130, -2.0543, -0.7895], [-0.2095, -0.8851, -1.6608], [-1.6518, 0.1231, -1.7028], [-0.5178, 0.8606, 0.6322], [1.6798, 1.2851, -1.0240], [0.2050, 1.6967, -1.9818], [1.3468, 3.2283, -0.1280], [2.5422, 0.8963, 1.9144], [1.8049, 0.6868, 2.4987], [2.1174, 1.1266, 1.0842]], "forces_ev_per_angstrom": [[-1.016, -0.302, 0.617], [0.240, -0.255, -0.320], [0.633, -0.718, 0.524], [0.048, -0.348, 0.070], [-0.811, 0.284, 0.080], [0.194, -0.009, 0.294], [0.503, 0.511, 0.305], [0.168, -0.021, -0.477], [0.101, -0.118, -0.179], [-0.045, 0.145, -0.054], [-0.103, 0.051, 0.052], [-0.061, 0.087, -0.307], [-0.275, 0.366, -0.127], [-0.072, 0.467, -0.132], [0.176, 0.236, -0.199], [0.342, -0.249, -0.140], [-0.005, -0.048, -0.037], [-0.023, 0.060, 0.154], [0.104, -0.008, -0.041], [-0.098, -0.130, -0.083]], "lumo_energy_ev": 0.80, "smiles": "CCCNCO.O", "charge": 0, "homo_lumo_gap_ev": 9.52}

---

Record 3
{"formula": "C4H13NO2", "method": "ωB97M-V with the def2-TZVPD basis set", "elements": ["C", "C", "O", "C", "C", "N", "H", "H", "H", "H", "H", "H", "H", "H", "H", "H", "H", "O", "H", "H"], "xyz": [[2.9039, 0.7035, 0.1384], [1.6953, 0.1387, 0.9365], [1.1983, 0.8637, 2.0684], [0.4744, -0.1517, 0.0287], [-0.7828, -0.7792, 0.6576], [-0.3359, -1.7815, 1.6683], [2.4029, 1.3584, -0.5842], [3.6647, 1.2166, 0.7280], [3.2921, -0.0532, -0.5522], [2.0215, -0.8853, 1.1618], [1.8520, 0.6567, 2.7553], [0.7777, -0.8279, -0.8138], [0.1204, 0.7601, -0.4726], [-1.4759, -1.3112, -0.0074], [-1.2849, 0.0628, 1.1671], [-0.9912, -2.5505, 1.6788], [0.5752, -2.1090, 1.3805], [-5.7794, 1.7130, -4.1107], [-5.1826, 0.9972, -4.4144], [-5.1457, 1.9790, -3.4142]], "forces_ev_per_angstrom": [[-1.983, 0.502, -0.772], [-0.760, -1.537, -0.750], [1.565, -0.468, -0.434], [-0.368, -0.096, -1.930], [0.911, -0.014, 1.756], [-0.440, 0.523, -0.230], [0.608, 0.792, 0.222], [-0.123, -0.187, -0.107], [0.312, -0.211, 0.672], [0.034, 0.176, 1.074], [-0.515, 0.395, 0.100], [0.203, 0.503, 0.641], [0.333, 0.091, 0.093], [0.319, 0.782, -0.494], [-0.191, -0.610, -0.069], [0.225, -0.175, 0.101], [-0.130, -0.466, 0.126], [1.957, -0.758, 0.583], [-1.014, 0.092, -0.602], [-0.943, 0.667, 0.020]], "lumo_energy_ev": 0.65, "smiles": "C[C@@H](O)CCN.O", "charge": 0, "homo_lumo_gap_ev": 9.77}

---

Record 4
{"formula": "C4H13NO2", "method": "ωB97M-V with the def2-TZVPD basis set", "elements": ["C", "N", "C", "C", "C", "O", "H", "H", "H", "H", "H", "H", "H", "H", "H", "H", "H", "O", "H", "H"], "xyz": [[1.1158, 0.1321, 2.1776], [0.5044, 1.1445, 1.2828], [0.7021, 0.9971, -0.1549], [-0.4662, 0.7132, -1.0488], [0.1074, 0.4762, -2.5675], [-1.1938, -0.4233, -0.6391], [0.7116, -0.8863, 2.1092], [2.0817, 0.2866, 2.0743], [0.9475, 0.4067, 3.2721], [-0.3947, 1.3379, 1.5481], [1.5671, 0.1551, -0.1883], [1.2116, 1.8950, -0.5662], [-1.1761, 1.5584, -1.0092], [-0.2979, -0.2869, -3.1141], [1.1332, 0.1629, -2.3379], [0.0697, 1.3941, -3.2789], [-0.5003, -1.1566, -0.7045], [-0.7005, -2.3006, 0.7734], [-1.3974, -1.7931, 1.1349], [-1.0868, -3.2063, 0.5676]], "forces_ev_per_angstrom": [[-5.046, 0.762, 1.700], [1.867, -0.654, -0.105], [3.209, -1.080, 0.844], [-0.597, -0.232, -2.151], [1.146, 3.608, 2.029], [1.569, -0.710, -0.747], [0.561, 0.071, -0.514], [4.879, -0.333, -0.658], [-0.144, 0.051, -1.335], [-2.656, 0.555, 0.467], [-2.018, 1.497, -0.558], [-0.222, -0.275, 0.166], [0.292, -0.231, -0.132], [-1.722, -2.087, -0.876], [0.132, 0.362, -0.684], [0.324, -1.303, 1.551], [-1.790, 1.061, 0.513], [0.786, -3.746, -0.463], [-1.257, 0.913, 0.395], [0.688, 1.771, 0.559]], "lumo_energy_ev": 0.69, "smiles": "CNC[C@@H](C)O.O", "charge": 0, "homo_lumo_gap_ev": 9.05}

---

Record 5
{"formula": "C4H13NO2", "method": "ωB97M-V with the def2-TZVPD basis set", "elements": ["C", "C", "C", "N", "C", "H", "H", "H", "H", "H", "H", "H", "H", "H", "O", "H", "H", "O", "H", "H"], "xyz": [[-1.7054, 2.3909, 1.3192], [-1.5915, 0.9699, 0.5647], [-0.3108, 0.5630, 0.3923], [0.0668, -0.6775, -0.0960], [-0.4976, -1.8613, 0.5590], [-0.8004, 2.6116, 1.9030], [-2.4734, 2.4110, 2.2459], [-2.0368, 3.0886, 0.5796], [-2.6092, 0.4256, 0.3583], [0.5766, 1.1389, 0.5815], [0.9647, -0.6308, -0.5946], [-1.0682, -2.3735, -0.2543], [-1.0044, -1.7363, 1.5025], [0.3734, -2.3862, 0.9729], [2.9329, -1.0930, -0.8295], [3.0035, -0.7993, 0.1601], [3.4786, -1.9386, -0.7815], [0.5459, -0.0264, -2.9140], [0.9054, -0.2768, -2.0732], [1.2501, 0.2001, -3.5964]], "forces_ev_per_angstrom": [[-1.673, -2.455, 1.907], [-0.289, 1.602, 1.939], [-1.688, -0.703, -0.788], [-0.388, 0.920, 0.486], [1.752, -0.674, -1.797], [0.101, 0.248, -1.007], [1.143, -0.351, -2.355], [0.107, 0.954, -0.034], [2.534, 0.787, 0.221], [-0.239, 1.129, 0.309], [-0.689, -1.300, 1.523], [0.262, -0.411, 1.400], [-0.917, 1.054, -0.256], [-0.110, -0.953, -0.775], [1.534, -0.876, 3.093], [-0.273, -0.577, -2.677], [-1.094, 1.494, -0.427], [0.389, 0.796, -2.480], [0.655, -0.065, -0.191], [-1.115, -0.618, 1.910]], "lumo_energy_ev": 0.27, "smiles": "C/C=C/NC.O.O", "charge": 0, "homo_lumo_gap_ev": 7.87}

---

Record 6
{"formula": "C4H13NO2", "method": "ωB97M-V with the def2-TZVPD basis set", "elements": ["C", "C", "C", "C", "N", "H", "H", "H", "H", "H", "H", "H", "H", "H", "H", "H", "O", "H", "H", "O"], "xyz": [[-0.4464, -1.2462, -0.2347], [0.9992, -1.3853, 0.2768], [1.0702, -1.2511, 1.6617], [1.0778, 1.8587, -0.0586], [1.9460, -1.4764, -0.5925], [-0.4844, -0.9512, -1.2812], [-1.0276, -0.5191, 0.3240], [-0.8809, -2.2544, -0.1091], [0.1858, -1.4539, 2.2539], [2.0182, -1.0131, 2.1456], [1.7236, 2.6156, -0.4960], [1.6109, 1.2753, 0.6908], [0.1510, 2.3093, 0.2748], [0.7754, 1.1621, -0.8338], [2.8366, -1.7399, -0.1495], [-3.1519, 1.5885, 0.9270], [-2.2552, 1.2670, 0.7943], [-1.9716, 0.8175, -2.5230], [-2.1068, 1.2085, -0.1945], [-1.5209, 0.8607, -1.6730]], "forces_ev_per_angstrom": [[0.185, -0.726, 0.437], [-1.731, 0.572, -1.144], [0.961, -0.846, 0.381], [-0.033, -0.284, -0.549], [0.676, -0.563, 0.359], [0.200, 0.341, -0.125], [0.025, -0.067, 0.069], [-0.094, 0.318, 0.004], [0.068, 0.248, 0.069], [-0.334, 0.333, 0.024], [0.130, 0.007, 0.100], [-0.020, 0.384, 0.341], [0.014, 0.021, 0.448], [0.004, 0.030, -0.285], [-0.055, 0.317, -0.018], [0.118, -0.041, -0.111], [-0.021, 0.050, 0.164], [-0.103, 0.064, 0.056], [-0.121, -0.052, -0.029], [0.132, -0.105, -0.190]], "lumo_energy_ev": -4.48, "charge": 0, "homo_lumo_gap_ev": 3.36}

---

Record 7
{"formula": "C4H13NO2", "method": "ωB97M-V with the def2-TZVPD basis set", "elements": ["C", "C", "C", "C", "N", "H", "H", "H", "H", "H", "H", "H", "H", "H", "O", "H", "H", "O", "H", "H"], "xyz": [[-1.5623, 0.2240, -1.0657], [-0.8494, -0.2187, 0.1801], [-1.2337, -1.6242, 0.6714], [-0.3113, 0.6927, 1.0100], [-0.5704, 2.0600, 0.9494], [-2.6256, 0.4065, -0.9275], [-1.1471, 1.2285, -1.2354], [-1.4940, -0.4862, -1.8907], [-0.6571, -1.7935, 1.5828], [-2.2741, -1.7538, 0.9825], [-1.0537, -2.3158, -0.1538], [0.1795, 0.4142, 1.9459], [-0.3899, 2.6010, 1.7764], [-1.5113, 2.2568, 0.6344], [3.8183, -1.3356, -0.0491], [3.2901, -0.6389, -0.4670], [3.2285, -2.0586, -0.2176], [1.9209, 0.6228, -1.5296], [1.1032, 0.2635, -1.1402], [2.1393, 1.4554, -1.0563]], "forces_ev_per_angstrom": [[0.313, 1.095, 0.550], [-1.592, -0.673, 0.577], [1.336, 0.808, -0.212], [-0.751, -0.372, 1.185], [-0.079, 0.424, -0.821], [-0.360, -0.187, 0.310], [-0.083, -0.377, -1.067], [0.377, 0.250, -0.076], [0.224, -0.674, -0.242], [-0.112, 0.567, -0.304], [0.188, -0.443, 0.433], [-0.005, -0.350, -0.338], [0.361, -0.189, 0.103], [0.166, 0.098, -0.151], [-0.154, 0.632, -0.097], [0.297, 0.451, -0.072], [-0.194, -1.049, 0.079], [0.292, 0.390, 0.368], [0.318, 0.458, 0.135], [-0.544, -0.860, -0.358]], "lumo_energy_ev": 0.65, "smiles": "CC(C)=CN.O.O", "charge": 0, "homo_lumo_gap_ev": 9.00}

---

Record 8
{"formula": "C4H13NO2", "method": "ωB97M-V with the def2-TZVPD basis set", "elements": ["C", "C", "C", "N", "C", "H", "H", "H", "H", "H", "H", "H", "H", "H", "O", "H", "H", "O", "H", "H"], "xyz": [[-2.4730, -1.1796, 0.9300], [-1.0760, -1.1784, 0.3518], [-0.8950, -0.6554, -0.8643], [0.4099, -0.4652, -1.3444], [0.5790, -0.6555, -2.7830], [-2.7001, -2.1028, 1.4653], [-2.6794, -0.3398, 1.6020], [-3.1991, -1.0914, 0.1278], [-0.3398, -1.7105, 0.9425], [-1.6851, -0.0770, -1.3204], [1.1117, -0.8835, -0.7712], [-0.0248, -1.4930, -3.1479], [0.1448, 0.1974, -3.3206], [1.6291, -0.6593, -3.0591], [0.6711, 1.0203, 2.3998], [0.0991, 1.5978, 2.9189], [0.1535, 0.2090, 2.3309], [2.3217, 2.4137, 0.6355], [2.5251, 1.5632, 1.0310], [1.6467, 2.7601, 1.2273]], "forces_ev_per_angstrom": [[-0.027, 0.027, 0.114], [-1.879, -0.285, -0.040], [2.220, 0.455, 1.691], [-0.940, 0.228, -1.210], [-0.740, 0.752, -0.022], [0.035, 0.025, 0.044], [0.160, -0.074, 0.137], [-0.160, -0.005, -0.135], [0.432, 0.139, -0.333], [-0.123, -0.269, -0.504], [0.250, -0.306, 0.156], [0.655, -0.435, -0.075], [0.116, 0.151, 0.208], [-0.005, -0.443, 0.016], [-0.361, -0.116, 0.404], [0.118, 0.011, 0.010], [0.076, 0.009, -0.227], [0.259, 0.334, -0.089], [-0.089, -0.082, 0.014], [0.003, -0.118, -0.159]], "lumo_energy_ev": 0.65, "smiles": "C/C=C/NC.O.O", "charge": 0, "homo_lumo_gap_ev": 8.58}